No. 1
{"formula": "C18H29F13NO15P3", "method": "ωB97M-V with the def2-TZVPD basis set", "e_homo_ev": -9.6, "e_lumo_ev": -2.69, "smiles": "CC(=O)OCN(CCC(F)(F)C(F)(F)C(F)(F)C(F)(F)C(F)(F)C(F)(F)F)C(=O)OP(=O)(O)O.COP(=O)(OC)OC.COP(=O)(OC)OC", "energy_ha": -4208.7468, "multiplicity": 1, "symbols": ["C", "C", "O", "O", "C", "N", "C", "C", "C", "F", "F", "C", "F", "F", "C", "F", "F", "C", "F", "F", "C", "F", "F", "C", "F", "F", "F", "C", "O", "O", "P", "O", "O", "O", "H", "H", "H", "H", "H", "H", "H", "H", "H", "H", "H", "C", "O", "P", "O", "O", "C", "O", "C", "H", "H", "H", "H", "H", "H", "H", "H", "H", "C", "O", "P", "O", "O", "C", "O", "C", "H", "H", "H", "H", "H", "H", "H", "H", "H"], "positions_angstrom": [[1.2312, -4.0383, -3.5095], [-0.1441, -3.7706, -4.3238], [-1.1976, -4.1709, -3.7824], [-0.0330, -3.1524, -5.5959], [-1.2646, -2.5110, -6.0069], [-1.4704, -1.1400, -5.4567], [-2.4052, -1.1110, -4.2890], [-3.6914, -0.1759, -4.4900], [-4.8023, -0.7796, -5.4811], [-5.1592, 0.3111, -6.3612], [-4.2742, -1.7880, -6.3642], [-6.1635, -1.2169, -4.7632], [-7.1882, -1.1432, -5.7709], [-6.5401, -0.2267, -3.7952], [-6.2024, -2.7144, -4.1975], [-6.9490, -3.4961, -5.1413], [-4.9454, -3.3458, -4.0707], [-6.9596, -2.8883, -2.7891], [-7.1208, -4.3055, -2.6146], [-8.2907, -2.3692, -2.8257], [-6.1338, -2.3757, -1.5121], [-5.6711, -3.5204, -0.7885], [-4.9932, -1.5959, -1.8145], [-7.0049, -1.5262, -0.4527], [-8.0350, -2.3385, 0.0793], [-6.1654, -1.1587, 0.6452], [-7.4847, -0.3019, -0.9786], [-0.2084, -0.4390, -5.1889], [0.0916, 0.5083, -5.9665], [0.6786, -0.7048, -4.0952], [0.6675, 0.5488, -2.9322], [0.0071, -0.0550, -1.6648], [2.2667, 0.9567, -2.5491], [-0.3075, 1.8757, -3.3643], [1.8005, -4.8684, -4.0463], [1.8306, -3.0877, -3.3299], [0.9398, -4.4508, -2.4731], [-1.1905, -2.3873, -7.1542], [-2.2038, -3.1636, -5.8488], [-2.7433, -2.1445, -3.9487], [-1.8203, -0.6630, -3.3942], [-3.3124, 0.8089, -4.9612], [-4.0844, 0.0984, -3.4573], [2.7876, 0.1415, -2.7826], [-0.6569, 2.1906, -2.4875], [2.0833, 1.6912, 3.2188], [3.2376, 1.5650, 2.3917], [3.5133, -0.0013, 1.7397], [3.7252, -0.5753, 3.1421], [4.9337, 0.5004, 1.0958], [5.8646, 1.2007, 1.9069], [3.7246, -1.5337, 0.9987], [4.6851, -2.4238, 1.5415], [1.7719, 2.7373, 3.2235], [1.2646, 1.0764, 2.8414], [2.3274, 1.3973, 4.2425], [5.7902, 0.9100, 2.9565], [5.7006, 2.2755, 1.8070], [6.8714, 0.9709, 1.5525], [4.2651, -2.9476, 2.4009], [5.6004, -1.9006, 1.8263], [4.9307, -3.1628, 0.7754], [3.6581, 3.9081, 10.3293], [3.0616, 4.3369, 9.1090], [3.4810, 3.4192, 7.7172], [4.9493, 3.8350, 7.8309], [2.6476, 4.4600, 6.7663], [2.8757, 5.8563, 6.8848], [3.7668, 2.4105, 6.3601], [4.7160, 2.8257, 5.3924], [3.0349, 4.2483, 11.1581], [3.7367, 2.8205, 10.3651], [4.6494, 4.3551, 10.4333], [3.8946, 6.0768, 7.2085], [2.1614, 6.2848, 7.5903], [2.7135, 6.3158, 5.9077], [5.7244, 2.5812, 5.7287], [4.6345, 3.8948, 5.1839], [4.5205, 2.2763, 4.4687]], "forces_ev_per_a": [[-0.84, -0.20, -0.14], [-0.79, -1.53, 2.45], [2.90, 1.88, -2.62], [-1.16, -0.35, 2.41], [-1.11, -0.08, -2.63], [1.05, -1.57, 1.95], [-0.29, 0.53, 1.88], [1.16, 0.13, -0.59], [1.13, 1.91, -1.12], [0.38, -2.33, 1.74], [-1.49, 1.83, 2.26], [-1.71, 1.18, -1.87], [2.18, -0.22, 2.40], [1.13, -2.55, -1.82], [-0.92, -1.97, -0.70], [1.82, 1.75, 2.22], [-2.35, 1.73, -0.21], [-1.49, -2.12, -0.07], [0.38, 3.26, -0.48], [3.39, -0.77, 0.03], [1.17, -0.42, 1.96], [-0.98, 2.74, -1.75], [-2.41, -1.61, 0.10], [-0.19, 1.09, 2.07], [2.37, 2.32, -1.64], [-2.01, -1.07, -2.81], [0.88, -3.42, 1.14], [0.40, 4.08, -4.28], [-0.75, -3.91, 3.37], [-1.57, 2.40, 0.12], [-2.00, -1.41, 5.01], [1.85, 1.70, -3.51], [-2.39, -1.46, -2.24], [2.35, -1.89, 0.59], [-0.48, 1.40, 0.60], [-0.69, -1.33, -0.68], [0.20, 0.71, -1.82], [0.30, -0.31, 1.88], [1.68, 1.15, 0.24], [0.70, 1.24, -0.67], [-1.16, -0.75, -1.18], [-0.83, -1.61, 0.55], [0.14, -0.60, -1.50], [-0.29, 1.03, 0.33], [0.39, -0.57, -0.90], [-0.31, 0.24, 0.52], [-1.85, -0.53, -3.03], [7.15, -1.99, 5.93], [-1.43, 0.12, -0.66], [-0.86, -0.35, -0.67], [0.13, 0.74, 0.12], [-2.69, 1.78, -2.54], [0.27, -0.10, 0.60], [0.07, -0.07, -0.15], [-0.02, 0.10, 0.18], [-0.01, -0.11, -0.16], [-0.17, -0.07, -0.06], [0.06, -0.03, 0.13], [-0.19, -0.13, -0.16], [0.10, 0.18, 0.04], [-0.11, -0.01, 0.05], [-0.21, 0.22, -0.20], [0.22, 0.17, 0.53], [-1.96, -2.96, -0.37], [5.81, 6.55, -3.72], [-0.74, -1.29, 0.77], [-0.26, -1.11, 0.11], [-0.33, 0.57, 0.41], [-3.05, -1.88, 2.01], [0.59, 0.40, -0.05], [-0.08, -0.07, -0.15], [0.11, 0.12, 0.16], [-0.05, -0.15, -0.16], [-0.02, -0.18, 0.07], [0.13, 0.08, -0.01], [-0.05, -0.28, -0.02], [-0.06, 0.19, 0.06], [0.04, -0.05, 0.11], [-0.29, -0.14, 0.22]]}

---

No. 2
{"formula": "C18H29N2O6P2Ti", "method": "ωB97M-V with the def2-TZVPD basis set", "e_homo_ev": [-10.2, -10.2], "charge": 1, "e_lumo_ev": [-4.68, -4.68], "energy_ha": -2796.0847, "multiplicity": 1, "symbols": ["C", "C", "N", "C", "C", "C", "C", "P", "Ti", "P", "C", "O", "O", "H", "H", "H", "C", "C", "H", "H", "H", "H", "C", "C", "H", "H", "H", "H", "H", "H", "H", "H", "H", "H", "H", "H", "H", "H", "H", "H", "H", "H", "O", "C", "O", "C", "C", "C", "C", "C", "C", "N", "O", "O", "H", "H", "H", "H"], "positions_angstrom": [[-0.8565, 0.9927, -4.8051], [-0.9094, 0.4861, -3.4810], [-0.0051, 0.9702, -2.5500], [0.7514, 2.0498, -2.8523], [0.7143, 2.6684, -4.1062], [-0.0939, 2.1173, -5.1037], [-1.8994, -0.4472, -3.0494], [-2.3379, -0.6206, -1.3599], [-0.1005, 0.0944, -0.4643], [1.9440, 1.5120, -0.3494], [1.6249, 2.6824, -1.7671], [-0.6516, -2.9327, -3.6881], [0.0513, -3.1479, -1.2277], [-1.5344, 0.5496, -5.5358], [1.3345, 3.5483, -4.2645], [-0.1089, 2.5624, -6.0988], [-3.7778, 0.4400, -1.2927], [-2.9091, -2.2894, -0.9987], [2.6056, 2.9688, -2.1909], [1.1527, 3.5981, -1.3463], [-1.1100, -2.1117, -3.4952], [-2.5995, -0.7428, -3.8264], [2.3102, 2.5657, 1.0791], [3.5350, 0.7740, -0.8221], [0.6287, -1.8666, -0.9339], [0.6276, -3.8172, -0.9208], [-0.1779, -3.2863, -2.1225], [-0.0093, -2.8627, -4.4049], [-0.8735, 1.4264, -0.0043], [1.1558, -1.1760, -0.8986], [-4.5695, 0.0022, -1.9107], [-4.0720, 0.4836, -0.2445], [-3.5078, 1.4348, -1.6627], [-3.6437, -2.6187, -1.7403], [-2.0789, -2.9970, -0.9390], [-3.3732, -2.2492, -0.0080], [4.3336, 1.5301, -0.7635], [3.7111, -0.0459, -0.1119], [3.4512, 0.3519, -1.8341], [3.2519, 3.1119, 0.9149], [1.4684, 3.2537, 1.2492], [2.4051, 1.8861, 1.9389], [1.5885, -2.1359, 1.7269], [0.7573, -1.3241, 2.0926], [-0.0227, -0.6272, 1.2605], [0.4670, -1.0205, 3.5341], [-0.5008, -0.0544, 3.8962], [-0.7202, 0.2590, 5.2310], [0.0318, -0.3804, 6.2349], [0.9924, -1.3486, 5.8820], [1.2137, -1.6515, 4.5453], [-0.1541, -0.0395, 7.6077], [-0.9987, 0.8489, 7.8794], [0.5338, -0.6135, 8.4865], [-1.1079, 0.4661, 3.1562], [-1.4579, 1.0037, 5.5453], [1.5658, -1.8461, 6.6591], [1.9547, -2.3852, 4.2560]], "forces_ev_per_a": [[0.05, 0.75, -0.41], [-0.40, -0.36, 0.78], [0.03, -0.23, 0.92], [0.22, 1.04, -0.77], [0.39, -0.29, 1.21], [-0.43, -1.08, 0.10], [1.19, 0.14, -0.78], [0.21, 0.77, -1.43], [-1.10, -0.95, 0.70], [0.14, 1.44, -1.12], [0.08, -0.24, 0.30], [0.60, -1.84, -0.10], [-0.39, 1.02, 2.68], [0.26, 0.20, 0.14], [-0.21, -0.22, -0.08], [-0.08, -0.19, 0.24], [-0.35, 0.04, 0.85], [-0.14, -0.22, 0.42], [-0.48, 0.01, 0.15], [0.14, -0.57, -0.35], [-0.14, 1.22, -0.37], [-0.17, -0.08, 0.16], [-0.10, -0.22, 0.15], [-0.17, -0.46, 0.30], [1.16, 0.48, -0.42], [0.99, -1.23, 0.57], [-0.46, -0.35, -2.94], [-0.35, 0.37, 0.13], [-0.15, 1.15, 0.17], [0.25, -0.84, -0.35], [0.08, 0.13, 0.15], [-0.50, 0.31, -0.01], [-0.06, -0.27, 0.15], [0.08, 0.08, 0.10], [-0.26, 0.21, -0.10], [-0.12, -0.12, -0.13], [-0.27, -0.34, -0.08], [0.30, 0.17, -0.26], [0.10, 0.16, 0.30], [-0.38, -0.13, 0.13], [0.35, -0.22, 0.00], [0.07, 0.40, -0.07], [-0.84, 0.97, 0.10], [0.46, -0.99, 0.70], [0.16, 0.35, -1.53], [-0.11, 0.57, 0.67], [0.18, -0.30, 0.04], [0.16, -0.02, 0.91], [0.59, -0.80, -2.34], [-0.29, 0.37, 0.35], [-0.49, 0.27, -0.42], [-0.58, 1.13, 3.68], [1.68, -1.84, -0.76], [-1.36, 1.03, -2.20], [0.31, -0.26, 0.04], [0.30, -0.32, -0.26], [-0.15, 0.16, -0.10], [0.00, 0.02, 0.07]]}

---

No. 3
{"formula": "C18H29N3NaO4Ta", "method": "ωB97M-V with the def2-TZVPD basis set", "e_homo_ev": -14.2, "charge": 2, "e_lumo_ev": -7.85, "energy_ha": -1387.3897, "multiplicity": 1, "symbols": ["N", "C", "O", "Na", "Ta", "N", "N", "C", "C", "C", "C", "C", "C", "C", "C", "H", "H", "H", "H", "H", "H", "H", "H", "H", "H", "H", "H", "H", "H", "H", "H", "H", "H", "C", "H", "H", "H", "C", "H", "H", "H", "O", "C", "C", "C", "C", "C", "C", "C", "O", "O", "H", "H", "H", "H", "H"], "positions_angstrom": [[-1.9719, -0.5931, -0.0118], [-2.6565, -1.5909, 0.2481], [-3.7747, -2.0511, 0.5052], [-4.2455, 0.0914, 0.5505], [-0.0486, 0.0632, 0.0397], [-0.1030, 1.8419, -0.8361], [0.9246, -1.0370, -1.2585], [-0.6173, 2.2452, -2.1701], [0.6049, -2.2030, -2.0941], [-0.8307, 3.7602, -2.2453], [0.4363, 1.8625, -3.2150], [-1.9567, 1.5696, -2.4385], [0.2256, -3.3387, -1.1438], [1.7907, -2.6108, -2.9631], [-0.5731, -1.8376, -2.9864], [-1.4775, 4.1062, -1.4317], [-1.3388, 3.9862, -3.1923], [0.1133, 4.3186, -2.2479], [1.3558, 2.4394, -3.0474], [0.0572, 2.0829, -4.2265], [0.7140, 0.8004, -3.1625], [-1.9351, 0.4742, -2.3384], [-2.2747, 1.8192, -3.4665], [-2.7180, 1.9567, -1.7414], [1.0656, -3.5558, -0.4691], [-0.0026, -4.2385, -1.7347], [-0.6508, -3.0833, -0.5323], [2.6239, -2.9887, -2.3609], [2.1273, -1.7757, -3.5877], [1.4603, -3.4193, -3.6269], [-0.7975, -2.6962, -3.6389], [-0.3165, -0.9790, -3.6262], [-1.4762, -1.6021, -2.4072], [0.8656, 2.7705, -0.2036], [0.8572, 2.6365, 0.8804], [1.8954, 2.6553, -0.5750], [0.5145, 3.7893, -0.3728], [2.3588, -0.7586, -0.9605], [2.4692, -0.0092, -0.1477], [2.8707, -1.6822, -0.6410], [2.8627, -0.3491, -1.8542], [0.3097, 2.0708, 4.1408], [0.2191, 0.8381, 4.7004], [0.2085, 0.7884, 6.0870], [0.1251, -0.4228, 6.7382], [0.0467, -1.6274, 6.0212], [0.0521, -1.6219, 4.6304], [0.1255, -0.3861, 3.9690], [0.0244, -0.2860, 2.5482], [-0.0076, -1.2778, 1.7247], [-0.0748, 0.8817, 1.9467], [0.2004, 1.9585, 3.1694], [0.2516, 1.7494, 6.6106], [0.1157, -0.4222, 7.8390], [-0.0228, -2.5722, 6.5658], [-0.0017, -2.5399, 4.0408]], "forces_ev_per_a": [[-0.01, -2.36, 0.09], [-4.35, 1.91, 0.46], [4.91, -0.03, -0.91], [-0.85, 0.87, 0.10], [-0.55, -0.41, -2.03], [0.30, -0.94, 1.04], [0.18, 1.34, 1.53], [0.60, 0.16, -0.50], [-0.35, -0.44, -0.06], [-0.18, 0.08, -0.18], [0.13, -0.11, -0.34], [-0.30, -0.11, -0.15], [0.22, -0.44, -0.23], [-0.04, -0.10, -0.12], [-0.05, -0.15, -0.53], [0.13, 0.06, -0.08], [0.13, -0.04, 0.24], [-0.31, -0.10, 0.00], [-0.24, -0.04, -0.14], [0.26, -0.07, 0.34], [-0.22, 0.26, -0.03], [0.14, 0.34, -0.19], [0.05, -0.22, 0.49], [0.16, -0.02, -0.18], [-0.26, -0.06, -0.12], [0.04, 0.18, 0.34], [0.17, -0.09, -0.15], [-0.11, 0.06, -0.22], [0.00, -0.18, 0.06], [0.17, 0.18, 0.14], [-0.06, 0.35, 0.21], [-0.19, -0.33, 0.18], [0.21, -0.09, -0.15], [-0.49, 0.43, 0.24], [0.20, 0.01, -0.10], [-0.34, 0.03, -0.08], [0.36, -0.07, 0.17], [-0.33, -0.55, -0.51], [-0.04, 0.04, 0.08], [-0.15, 0.52, 0.11], [-0.18, -0.02, 0.49], [-0.19, -1.03, -0.16], [-0.06, 0.45, -0.02], [0.07, 0.55, 0.27], [-0.01, 0.19, 0.33], [0.00, -0.74, -0.62], [0.02, -0.28, 1.12], [-0.13, 1.22, -0.98], [0.03, -1.11, 1.05], [0.74, 0.61, 0.25], [0.58, -0.09, -0.63], [0.14, 0.38, 0.76], [0.04, -0.50, -0.07], [-0.01, -0.14, -0.64], [0.05, 0.34, -0.25], [-0.01, 0.29, 0.28]]}

---

| no. | strongest force on any atom (eV/Å) |
| --- | --- |
| 1 | 9.52 |
| 2 | 3.89 |
| 3 | 4.99 |